Record 1
Density functional theory data (ωB97M-V with the def2-TZVPD basis set) for C41H44AlN2OS2Si as an isolated structure in a non-equilibrium geometry.

Computed properties:
HOMO level   -10.7210 eV
LUMO   -4.65 eV
Net charge   +1

Geometry as XYZ:
```
92
Properties=species:S:1:pos:R:3:forces:R:3
Al -0.836301 0.457126 1.782275 -0.685 0.578 0.341
S -3.424927 0.007719 1.560583 -0.207 -0.251 -0.197
C -3.495444 -1.019772 0.234512 -1.625 1.103 0.348
N -4.521267 -1.045949 -0.618704 0.942 -0.325 0.533
C -4.406909 -1.865005 -1.810698 0.238 -0.504 -0.440
C -3.834948 -3.223936 -1.434705 -0.820 0.212 -0.299
N -2.579546 -3.030848 -0.745165 -0.104 1.168 0.832
C -1.528286 -4.008264 -0.974575 0.664 -0.401 -0.178
C -0.857928 -3.740481 -2.301482 -0.079 -0.103 0.012
C -1.157616 -4.512659 -3.415514 -0.016 -0.014 0.046
C -0.595696 -4.213114 -4.645518 0.022 0.002 -0.128
C 0.266204 -3.135770 -4.771619 -0.044 -0.039 -0.037
C 0.587432 -2.378114 -3.657226 0.039 0.052 -0.019
C 0.034916 -2.682293 -2.426736 0.066 0.047 -0.035
C -2.392332 -1.953015 0.003940 1.250 -1.198 -0.350
S -0.894499 -1.660627 0.729270 0.024 0.166 -0.255
C -5.624176 -0.101578 -0.555478 -0.443 0.536 0.038
C -5.359484 1.084783 -1.453990 -0.037 -0.048 0.027
C -5.664243 1.030479 -2.809310 -0.013 0.011 0.058
C -5.373392 2.102514 -3.634786 0.039 -0.020 -0.080
C -4.778252 3.239267 -3.112543 -0.003 0.002 -0.024
C -4.490209 3.306835 -1.760209 0.082 0.062 0.019
C -4.777297 2.233833 -0.934453 -0.033 0.004 0.065
H -3.751795 -1.373832 -2.542925 -0.142 -0.039 0.052
H -5.395877 -1.976328 -2.255615 0.100 -0.036 0.064
H -3.651871 -3.808709 -2.337256 0.045 0.060 0.071
H -4.537981 -3.772761 -0.795543 0.134 -0.005 -0.042
H -1.986404 -4.998931 -0.957770 -0.013 0.050 0.021
H -0.808719 -3.929518 -0.159256 -0.136 -0.169 -0.042
H -1.813278 -5.366545 -3.320195 -0.112 -0.099 0.011
H -0.828038 -4.821802 -5.506680 -0.026 -0.052 -0.050
H 0.691713 -2.893898 -5.733958 0.054 -0.005 -0.064
H 1.277866 -1.551375 -3.733218 0.072 0.039 -0.021
H 0.316002 -2.100554 -1.563598 0.068 0.079 0.061
H -5.744933 0.217545 0.480279 -0.039 -0.101 -0.139
H -6.525883 -0.627676 -0.873962 0.045 -0.036 0.060
H -6.153970 0.160732 -3.223285 -0.064 -0.116 -0.045
H -5.611974 2.050157 -4.686081 -0.047 0.010 -0.087
H -4.552661 4.074943 -3.756423 0.015 0.085 -0.062
H -4.041838 4.196537 -1.344428 0.029 0.084 0.034
H -4.573181 2.293844 0.123794 0.048 0.024 0.098
C 1.914189 -2.984258 1.961071 -0.055 0.411 0.030
C 2.671239 -1.936182 2.782537 0.067 0.471 -0.154
C 4.157373 -2.295846 2.734295 -0.092 0.168 -0.021
C 2.159654 -2.014510 4.222013 -0.014 0.231 -0.198
Si 2.386641 -0.168222 2.045833 0.123 -0.159 -0.217
O 0.777469 0.179675 2.143322 0.147 -0.197 0.233
C 3.400621 1.250101 2.785989 -0.151 -0.673 -0.073
C 4.160987 1.121822 3.943944 -0.045 -0.073 0.064
C 4.986454 2.143057 4.378926 0.124 0.041 0.158
C 5.062972 3.326461 3.666295 -0.001 -0.014 -0.016
C 4.302442 3.478766 2.518687 -0.007 0.104 -0.070
C 3.487953 2.450271 2.082210 -0.114 -0.138 -0.077
C 2.795137 -0.107052 0.185851 -0.096 -0.093 0.644
C 1.838989 0.313656 -0.726680 -0.426 -0.005 0.249
C 2.149586 0.547925 -2.052696 -0.023 0.054 -0.205
C 3.444856 0.343333 -2.498375 -0.072 0.006 -0.087
C 4.409870 -0.110709 -1.614202 0.119 -0.037 -0.024
C 4.088721 -0.320788 -0.284820 0.008 -0.034 0.027
H 2.191552 -3.987545 2.280665 0.075 -0.144 0.088
H 2.136882 -2.887901 0.899570 -0.026 -0.069 -0.190
H 0.843161 -2.869102 2.110220 -0.043 -0.150 0.002
H 4.337944 -3.183990 3.339474 0.076 -0.132 0.028
H 4.783687 -1.492452 3.109830 0.207 0.057 0.108
H 4.460446 -2.512240 1.713276 0.133 -0.056 -0.125
H 2.250929 -3.035685 4.590886 0.011 -0.129 0.081
H 1.110474 -1.725677 4.267300 -0.126 0.003 0.119
H 2.718102 -1.362900 4.886683 0.047 0.066 0.181
H 4.119714 0.208150 4.515888 0.045 -0.113 0.102
H 5.583671 2.007976 5.268072 0.037 0.003 0.109
H 5.719288 4.118357 3.996111 0.033 0.065 0.026
H 4.358020 4.394043 1.948776 0.002 0.113 -0.052
H 2.915032 2.571201 1.173872 -0.048 0.089 -0.166
H 0.822253 0.487288 -0.369802 0.202 0.055 -0.248
H 1.390174 0.905851 -2.734438 -0.065 0.038 -0.063
H 3.700389 0.548047 -3.527821 0.039 -0.024 -0.088
H 5.418004 -0.287533 -1.958374 0.095 0.018 -0.032
H 4.859425 -0.639226 0.401195 0.160 -0.006 0.060
C -1.413473 2.343462 2.219633 0.110 -0.821 -0.079
C -0.427407 3.197167 1.497752 0.062 0.365 -0.020
C 0.361424 4.133952 2.155967 -0.027 -0.031 -0.138
C 1.230866 4.940235 1.440550 0.020 -0.001 -0.010
C 1.340662 4.808090 0.066828 0.046 0.019 -0.073
C 0.567849 3.868006 -0.599012 0.148 0.054 -0.097
C -0.305042 3.076021 0.116796 -0.102 -0.170 0.097
H -2.431999 2.585457 1.903091 0.079 -0.100 0.047
H -1.348468 2.512184 3.297699 -0.039 -0.134 0.002
H 0.295496 4.233846 3.228410 -0.043 0.015 0.143
H 1.831615 5.669260 1.961715 0.083 0.075 0.062
H 2.038392 5.419506 -0.484180 0.038 0.100 -0.058
H 0.660386 3.749600 -1.668195 0.005 -0.008 -0.106
H -0.917578 2.326095 -0.384386 -0.020 0.076 -0.170
```
Positions in Å, forces in eV/Å.

Here are the Löwdin charges for atoms 1 to 2, given in e:
1. Al 0.168
2. S 0.854


Record 2
Density functional theory data (ωB97M-V with the def2-TZVPD basis set) for C41H44B2F4N4O5P2SSr as an isolated structure.

Computed properties:
HOMO level (spin up / spin down)   -13.3092 / -13.3088 eV
LUMO (spin up / spin down)   -7.99 / -7.77 eV
Net charge   +2

Geometry as XYZ:
```
104
Properties=species:S:1:pos:R:3:forces:R:3
Sr 0.940490 -1.328648 -0.094171 -0.290 0.045 0.007
C 5.164747 -3.288996 0.522486 -0.004 0.029 -0.055
C 3.733871 -2.877618 0.596097 0.093 -0.098 0.058
N 3.300273 -1.682393 0.467626 -0.159 0.010 0.350
O 4.149302 -0.657472 0.166282 -0.150 -0.034 0.075
B 3.902895 0.585024 0.994603 0.243 0.149 -0.016
F 4.073785 0.264658 2.331430 -0.003 0.045 -0.104
F 4.755076 1.531235 0.474429 -0.102 -0.111 0.087
O 2.508624 1.270941 0.880630 0.155 -0.200 0.107
N 1.494359 0.521681 1.435639 -0.199 -0.143 -0.112
C 1.171960 0.610468 2.667772 -0.051 0.070 0.052
C 1.706591 1.604041 3.639707 0.082 -0.102 0.085
C 0.140894 -0.427343 3.098508 0.025 0.381 -0.178
N -0.056310 -1.341695 2.228665 -0.018 -0.170 -0.046
O -0.912525 -2.369646 2.526196 0.452 -0.067 -0.038
B -0.126929 -3.731208 2.535891 -0.245 -0.225 0.184
F 0.947248 -3.550711 3.392780 -0.097 -0.028 -0.074
F -1.085704 -4.629712 2.916913 0.149 0.104 -0.030
O 0.386353 -4.244553 1.200817 -0.001 0.184 0.193
N 1.467513 -3.529754 0.720862 0.205 0.127 0.137
C 2.664528 -3.896896 0.970104 0.038 -0.020 -0.054
C 3.067548 -5.179165 1.607010 -0.028 0.067 0.167
C -0.530301 -0.353638 4.426311 0.022 -0.205 0.109
H 5.791459 -2.421725 0.340784 0.018 0.026 -0.006
H 5.313293 -4.022262 -0.273533 -0.005 0.009 0.001
H 5.468891 -3.763111 1.456247 0.002 0.014 0.007
H 2.596307 2.078658 3.239467 0.003 0.020 -0.005
H 1.948940 1.125123 4.589132 0.035 0.015 -0.035
H 0.942728 2.363578 3.842597 0.022 -0.030 -0.002
H 2.194462 -5.799580 1.780392 -0.021 -0.020 0.007
H 3.562079 -4.991437 2.562304 -0.027 0.006 -0.009
H 3.778935 -5.702499 0.965505 -0.015 0.000 0.007
H -0.442312 0.633070 4.874909 0.002 0.014 -0.024
H -0.084348 -1.082097 5.108919 -0.004 0.006 -0.024
H -1.579503 -0.630862 4.324270 0.009 -0.025 0.010
C -1.246398 1.236924 0.128716 0.386 0.002 -0.019
C -2.735261 1.249876 -0.217054 -0.157 0.038 -0.163
P -3.436391 -0.410683 0.105809 0.115 -0.122 0.318
C -2.801780 -1.674546 -0.984206 -0.121 0.191 -0.103
C -2.092628 -2.756269 -0.456008 0.071 0.101 -0.060
C -1.653951 -3.758282 -1.312684 0.044 -0.036 0.059
C -1.954511 -3.693034 -2.667008 0.032 -0.025 -0.006
C -2.671565 -2.619079 -3.185434 0.008 0.026 -0.023
C -3.088399 -1.595573 -2.352198 -0.021 -0.046 -0.005
C -5.163811 -0.458444 0.362953 -0.029 -0.039 -0.115
C -5.847047 -1.653582 0.054881 0.033 0.065 0.014
C -7.200746 -1.744771 0.304624 0.018 -0.004 0.012
C -7.874673 -0.670174 0.877668 -0.033 0.002 -0.004
C -7.200731 0.504958 1.209068 -0.008 0.008 0.023
C -5.849228 0.614128 0.966763 0.044 0.030 -0.024
P -0.342614 2.816295 0.259472 0.017 -0.068 0.181
C 0.205225 3.566250 -1.254168 -0.057 -0.022 0.022
C 1.543618 3.380616 -1.611327 0.019 -0.030 0.052
C 2.010447 3.966004 -2.778866 0.050 -0.005 -0.025
C 1.155512 4.717167 -3.573538 -0.005 0.010 -0.017
C -0.176403 4.900063 -3.211497 0.036 0.016 -0.020
C -0.658504 4.330618 -2.047445 -0.039 0.013 0.033
C -1.065535 3.880928 1.449533 0.029 -0.049 -0.176
C -0.795832 5.256543 1.401310 0.070 0.105 -0.054
C -1.290848 6.084294 2.390327 -0.019 0.021 0.032
C -2.034551 5.551124 3.438400 0.008 -0.009 -0.020
C -2.285756 4.180988 3.504186 -0.011 0.017 0.029
C -1.802007 3.345084 2.519451 -0.037 -0.124 0.078
H -0.673254 0.677886 -0.617995 -0.189 0.082 -0.126
H -1.062235 0.755034 1.092814 -0.075 -0.088 -0.008
H -2.910867 1.485829 -1.271337 0.046 0.048 0.025
H -3.272825 1.985947 0.381421 -0.076 -0.063 0.033
H -1.876101 -2.814930 0.604723 -0.041 -0.046 0.105
H -1.094875 -4.586570 -0.893204 -0.027 0.020 -0.029
H -1.639231 -4.492486 -3.326694 -0.007 0.020 0.027
H -2.921314 -2.590464 -4.238713 0.016 0.015 0.021
H -3.657316 -0.765024 -2.756589 0.019 -0.031 0.012
H -5.311198 -2.485992 -0.382903 -0.024 -0.007 0.000
H -7.735865 -2.652183 0.059680 0.018 0.012 0.003
H -8.936147 -0.749037 1.075538 0.029 0.000 -0.004
H -7.739340 1.325977 1.663884 0.029 -0.022 -0.021
H -5.325212 1.521246 1.242986 -0.025 -0.017 -0.018
H 2.202499 2.802114 -0.968699 -0.012 0.026 -0.034
H 3.049927 3.847768 -3.060163 -0.050 0.010 0.011
H 1.529551 5.177980 -4.479517 -0.009 -0.019 0.035
H -0.830316 5.498804 -3.831697 0.007 -0.017 0.014
H -1.688315 4.490934 -1.749612 0.010 -0.003 -0.007
H -0.199564 5.666522 0.594267 -0.032 -0.013 0.028
H -1.090583 7.146480 2.351822 -0.005 -0.015 0.005
H -2.412514 6.203649 4.215306 0.014 -0.023 -0.024
H -2.849457 3.772561 4.332890 0.007 0.011 -0.026
H -1.977135 2.275771 2.589994 0.001 0.043 0.006
C 0.748937 -1.021345 -4.942665 0.201 0.038 -0.027
S 1.210264 -1.683085 -3.346482 -0.008 -0.093 -0.412
O 0.393289 -0.872081 -2.348344 -0.337 0.245 -0.483
C 2.873925 -1.101874 -3.165579 0.014 -0.053 -0.074
C 3.125861 0.249358 -2.951274 -0.067 0.021 0.039
C 4.427579 0.659014 -2.734019 0.012 0.052 -0.002
C 5.461009 -0.271144 -2.752052 0.025 -0.017 -0.006
C 5.199870 -1.614223 -2.977098 0.023 0.000 0.005
C 3.894608 -2.043388 -3.173282 -0.032 -0.023 0.029
H 0.930848 0.052670 -4.961268 -0.001 -0.016 0.040
H -0.306079 -1.240289 -5.096168 0.011 -0.034 0.034
H 1.354101 -1.526189 -5.697757 -0.044 0.040 0.027
H 2.303161 0.955457 -2.925219 0.031 0.004 -0.016
H 4.647006 1.697738 -2.521752 -0.010 -0.037 -0.016
H 6.476308 0.056213 -2.570478 -0.022 -0.007 -0.001
H 6.008502 -2.333275 -2.983466 -0.007 0.021 0.000
H 3.671603 -3.094276 -3.320621 0.006 0.025 -0.015
```
Positions in Å, forces in eV/Å.

Here are the Löwdin charges for atoms 1 to 2, given in e:
1. Sr 1.487
2. C 0.011


It is found that the total energy values, taken in the order of the records, are -3101.7763; -3744.4435 Ha.
It is found that the ΔE to the lowest compared entry with this formula, charge and spin values, taken in the order of the records, are 29.0; 45.1 kcal/mol.